{
  "formula": "C8H15NO2",
  "method": "ωB97M-V/def2-TZVPD",
  "gap_ev": [8.3321, 8.3306],
  "total_charge": 0,
  "relative_energy_kcal_mol": 166.9,
  "e_lumo_ev": [-0.13, -0.13],
  "e_homo_ev": [-8.46, -8.46],
  "elements": ["C", "C", "C", "C", "C", "C", "C", "C", "N", "O", "O", "H", "H", "H", "H", "H", "H", "H", "H", "H", "H", "H", "H", "H", "H", "H"],
  "xyz": [[0.006, -0.078, -1.541], [-1.168, 0.048, -0.535], [-0.417, 0.246, 0.856], [1.180, -0.491, -0.592], [-2.208, 1.040, -1.016], [-0.141, 1.579, 1.193], [-0.443, -0.838, 1.892], [1.593, -1.955, -0.523], [2.034, 0.447, -0.139], [1.892, 1.621, -0.517], [2.992, 0.078, 0.498], [0.012, -0.802, -2.474], [0.271, 0.874, -2.082], [-1.695, -0.858, -0.452], [-1.869, 2.096, -1.316], [-2.987, 1.208, -0.204], [-2.733, 0.467, -1.825], [0.234, 1.497, 2.254], [-1.014, 2.315, 1.111], [0.742, 1.854, 0.607], [-0.547, -1.688, 1.230], [-1.169, -0.706, 2.658], [0.552, -0.927, 2.266], [1.771, -2.207, 0.535], [2.425, -2.321, -1.108], [0.686, -2.499, -0.776]],
  "forces_ev_per_angstrom": [[1.8, -0.4, -1.4], [1.4, 0.8, -0.4], [-0.6, -1.6, -3.1], [-2.9, -0.8, -0.3], [-1.4, 1.0, 0.7], [-0.2, 1.4, 3.2], [0.7, 0.0, -2.7], [-1.4, 0.6, 1.7], [1.1, -0.1, -2.5], [-0.1, 1.0, 0.0], [1.6, -0.3, 1.9], [-0.8, 0.9, 2.1], [-0.4, -0.6, 1.0], [-0.5, -1.5, 0.1], [-0.2, -1.8, 0.2], [0.7, -0.2, -0.9], [0.3, 1.1, 0.3], [-0.5, 0.9, -0.7], [1.4, -1.0, -0.2], [-0.1, 1.2, -0.4], [-0.6, -1.0, 0.8], [-0.7, 0.0, 0.5], [0.7, 0.1, 0.8], [0.3, 0.0, -0.3], [0.3, 0.5, -0.3], [0.1, -0.3, -0.3]],
  "nbo_charge": [-0.4493, -0.2823, 0.3528, 0.1393, -0.6226, -0.7749, -0.6960, -0.6539, 0.4279, -0.4746, -0.4631, 0.2240, 0.2490, 0.2046, 0.2233, 0.2085, 0.2258, 0.2169, 0.2553, 0.3106, 0.2187, 0.2371, 0.2406, 0.2311, 0.2424, 0.2089]
}

{
  "formula": "C13H29BeN3O7",
  "method": "ωB97M-V/def2-TZVPD",
  "gap_ev": 2.9248,
  "total_charge": -2,
  "relative_energy_kcal_mol": 129.0,
  "e_lumo_ev": 3.85,
  "e_homo_ev": 0.93,
  "elements": ["Be", "O", "C", "C", "O", "H", "H", "H", "H", "O", "C", "C", "O", "H", "H", "H", "H", "C", "O", "N", "C", "C", "H", "H", "H", "H", "H", "H", "H", "C", "O", "N", "C", "C", "H", "H", "H", "H", "H", "H", "H", "C", "O", "N", "C", "C", "H", "H", "H", "H", "H", "H", "H"],
  "xyz": [[-1.456, 0.521, -0.980], [-0.917, 2.866, -2.196], [-0.958, 3.990, -1.336], [-1.284, 3.812, 0.203], [-2.356, 2.970, 0.690], [-1.647, 4.757, -1.691], [-0.017, 4.535, -1.420], [-1.365, 4.801, 0.656], [-0.384, 3.311, 0.559], [-2.583, 0.312, -3.612], [-3.824, -0.124, -3.179], [-4.347, -0.405, -1.680], [-4.044, 0.443, -0.596], [-4.304, -0.882, -3.797], [-4.491, 0.666, -3.524], [-4.024, -1.379, -1.312], [-5.419, -0.601, -1.695], [-0.701, -3.019, 0.019], [-1.043, -2.071, -0.686], [-1.188, -3.246, 1.244], [-0.880, -4.460, 1.947], [-2.195, -2.324, 1.831], [0.100, -3.757, -0.142], [-0.443, -4.354, 2.940], [-0.267, -5.160, 1.380], [-1.788, -5.041, 2.106], [-1.712, -1.838, 2.679], [-2.580, -1.496, 1.236], [-3.033, -2.877, 2.256], [1.875, -0.601, -2.285], [0.680, -0.260, -2.428], [2.659, 0.271, -1.629], [2.282, 1.583, -0.949], [4.078, -0.069, -1.490], [2.302, -1.532, -2.688], [1.267, 1.972, -1.035], [3.026, 2.191, -1.464], [2.612, 1.734, 0.078], [4.553, 0.861, -1.802], [4.399, -0.154, -0.452], [4.529, -0.814, -2.146], [0.604, 0.863, 1.995], [-0.188, 0.222, 1.310], [1.836, 0.412, 2.341], [2.842, 1.353, 2.882], [2.338, -0.798, 1.711], [0.500, 1.828, 2.515], [3.337, 0.805, 3.684], [2.489, 2.268, 3.357], [3.525, 1.437, 2.036], [1.868, -1.764, 1.898], [2.426, -0.575, 0.647], [3.310, -1.184, 2.017]],
  "forces_ev_per_angstrom": [[-2.9, 2.6, -1.7], [0.3, -0.1, 2.4], [-0.9, -1.4, -0.7], [-1.8, -2.7, 0.3], [2.1, 1.3, -1.5], [-1.0, 0.1, -0.4], [1.1, 0.3, 0.5], [0.2, 0.7, 0.0], [1.3, -0.1, 0.6], [0.3, -1.7, 2.5], [-0.7, 2.0, -0.2], [1.5, 0.0, 1.1], [1.9, -0.4, -1.4], [0.3, -1.7, -0.2], [-0.9, 1.1, 0.4], [0.7, -1.2, -0.5], [-0.9, 0.6, -0.8], [-0.4, 1.9, -0.4], [0.9, -1.4, 0.4], [-1.1, 0.5, 0.7], [-0.6, -0.7, 0.2], [0.5, -0.2, 1.0], [0.1, 0.0, -1.0], [0.2, 0.5, 0.0], [0.3, 0.4, -0.3], [-0.4, 0.0, 0.1], [0.1, 0.1, 0.2], [0.3, -0.4, -0.8], [-0.1, -0.3, -0.3], [-4.7, 2.8, 0.3], [2.0, -2.0, -0.1], [1.8, -1.1, 1.7], [1.4, -0.4, -1.5], [0.1, 2.2, -0.1], [0.2, 0.2, 0.1], [-0.3, -0.4, -0.7], [-0.5, 1.0, -0.2], [-0.1, -1.1, 0.4], [0.6, 0.2, -0.1], [-0.1, -0.6, 0.2], [-0.8, -0.4, 0.2], [-0.5, -0.7, -0.2], [0.9, 0.8, 0.6], [0.2, -0.4, 0.9], [0.0, -2.0, -0.2], [0.8, -0.4, -0.6], [-1.1, 0.2, -0.6], [0.4, 0.1, 0.0], [-0.4, 0.0, -0.8], [0.5, 1.0, 0.4], [-1.5, 0.6, -0.2], [-0.3, -0.6, -0.2], [0.7, 1.3, 0.5]],
  "nbo_charge": [1.2877, -0.8768, -0.0784, -0.0810, -0.9058, 0.0909, 0.0633, 0.0874, 0.0406, -0.8605, -0.0780, -0.0919, -0.8717, 0.0609, 0.0821, 0.0687, 0.0917, 0.5376, -0.5997, -0.4286, -0.4004, -0.4342, 0.0823, 0.1816, 0.1997, 0.1849, 0.1922, 0.3033, 0.1801, 0.4981, -0.5776, -0.4371, -0.4381, -0.4229, 0.1195, 0.3204, 0.1809, 0.1709, 0.1852, 0.1761, 0.2063, 0.5508, -0.6291, -0.4464, -0.4089, -0.4443, 0.1354, 0.1830, 0.2259, 0.1908, 0.2188, 0.2225, 0.1917]
}

{
  "formula": "C8H32F2NO12S2",
  "method": "ωB97M-V/def2-TZVPD",
  "gap_ev": 9.7185,
  "total_charge": -1,
  "relative_energy_kcal_mol": 33.3,
  "e_lumo_ev": 2.48,
  "e_homo_ev": -7.24,
  "elements": ["N", "S", "O", "O", "F", "S", "O", "O", "F", "C", "O", "H", "H", "H", "H", "C", "O", "H", "H", "H", "H", "C", "O", "H", "H", "H", "H", "C", "O", "H", "H", "H", "H", "C", "O", "H", "H", "H", "H", "C", "O", "H", "H", "H", "H", "C", "O", "H", "H", "H", "H", "C", "O", "H", "H", "H", "H"],
  "xyz": [[-0.668, -0.868, 0.449], [-0.366, -1.355, -1.010], [1.037, -1.511, -1.298], [-1.171, -0.790, -2.044], [-0.921, -2.845, -0.928], [0.297, 0.520, 0.491], [0.213, 1.397, -0.643], [1.603, 0.387, 1.100], [-0.589, 1.302, 1.564], [1.450, 2.357, 3.787], [0.920, 3.682, 3.969], [1.490, 2.261, 2.704], [2.495, 2.288, 4.101], [0.837, 1.612, 4.279], [1.127, 4.213, 3.201], [-3.880, 1.165, -3.718], [-4.662, 1.377, -2.557], [-3.099, 0.452, -3.462], [-4.475, 0.707, -4.516], [-3.423, 2.084, -4.092], [-5.288, 2.096, -2.650], [-0.604, -3.652, 2.465], [0.086, -2.414, 2.723], [-1.229, -3.789, 3.349], [-1.222, -3.667, 1.568], [0.192, -4.393, 2.372], [-0.103, -1.787, 1.994], [4.715, 1.448, 2.310], [5.615, 2.549, 2.494], [3.734, 1.754, 1.955], [5.244, 0.763, 1.642], [4.561, 0.869, 3.225], [5.229, 3.284, 2.013], [-3.095, -0.127, 2.984], [-3.201, -0.191, 1.590], [-4.029, 0.240, 3.410], [-2.782, -1.049, 3.488], [-2.340, 0.604, 3.309], [-2.334, -0.426, 1.206], [4.842, -1.277, -0.725], [5.276, -2.633, -0.879], [5.657, -0.623, -1.057], [3.893, -1.015, -1.184], [4.723, -1.059, 0.343], [6.000, -2.705, -0.252], [-1.829, -3.866, -4.686], [-2.149, -3.023, -5.784], [-2.658, -4.515, -4.396], [-0.964, -4.479, -4.954], [-1.565, -3.258, -3.819], [-3.000, -3.269, -6.146], [-1.963, 3.649, -1.499], [-0.640, 3.626, -1.992], [-2.354, 2.624, -1.498], [-2.038, 4.091, -0.499], [-2.486, 4.224, -2.269], [-0.108, 2.961, -1.529]],
  "forces_ev_per_angstrom": [[1.7, 2.6, 0.3], [0.5, -2.1, -3.5], [-0.6, 0.2, 0.5], [-0.2, 0.1, 0.4], [0.0, 0.2, 0.6], [0.3, 1.2, 1.7], [0.0, -1.1, 0.2], [-1.7, -0.5, -0.5], [0.4, -0.6, -0.1], [0.6, 1.3, -1.3], [-0.2, -0.2, 1.0], [-0.2, -1.0, 0.1], [-0.1, 0.0, 0.5], [-0.2, 0.1, -0.1], [0.1, -0.1, -0.1], [-0.2, -0.1, -0.2], [0.1, -0.2, 0.5], [0.1, 0.1, 0.1], [0.0, 0.1, -0.1], [0.1, 0.0, 0.0], [0.1, 0.1, -0.4], [0.8, 0.9, 0.7], [-0.5, 0.2, -0.7], [-0.1, -0.6, -0.2], [0.0, 0.3, -0.1], [-0.4, -0.4, 0.1], [0.2, -0.6, 0.4], [0.8, -0.5, 0.0], [-0.5, 0.1, 0.3], [0.1, -0.1, -0.3], [-0.6, -0.1, -0.3], [0.1, 0.4, 0.2], [0.2, 0.1, 0.1], [0.7, 0.7, 0.7], [0.0, -0.3, -0.2], [-0.2, -0.3, -0.2], [-0.3, -0.3, -0.3], [0.0, 0.1, -0.2], [-0.5, 0.1, 0.2], [0.8, 0.4, 1.0], [-0.5, 0.2, -0.2], [-0.3, 0.2, -0.3], [0.1, -0.6, -0.4], [-0.2, 0.0, 0.0], [0.0, -0.3, -0.1], [0.2, 0.0, 0.1], [0.0, 0.1, -0.1], [0.0, 0.0, -0.1], [-0.1, -0.1, 0.1], [0.0, 0.1, -0.1], [-0.1, -0.1, 0.0], [0.4, -0.6, -0.7], [0.8, 0.4, 0.0], [-0.3, 0.2, 0.2], [-0.1, 0.1, -0.1], [-0.4, 0.1, 0.5], [-0.5, 0.1, -0.1]],
  "nbo_charge": [-1.2005, 2.4870, -0.9304, -0.9218, -0.5021, 2.4566, -0.9386, -0.9023, -0.4933, -0.2454, -0.7403, 0.1785, 0.1540, 0.1878, 0.4628, -0.2518, -0.7249, 0.2133, 0.1454, 0.1598, 0.4584, -0.2563, -0.7643, 0.1636, 0.1779, 0.1677, 0.4913, -0.2566, -0.7342, 0.1896, 0.1645, 0.1718, 0.4637, -0.2455, -0.7426, 0.1658, 0.1547, 0.1555, 0.4930, -0.2547, -0.7198, 0.1471, 0.2135, 0.1598, 0.4542, -0.2504, -0.7269, 0.1580, 0.1614, 0.1964, 0.4614, -0.2486, -0.7593, 0.1868, 0.1532, 0.1628, 0.4936]
}